Record 1
72
Properties=species:S:1:pos:R:3:forces:R:3:lowdin_charge:R:1 method="wB97M-V/def2-TZVPD" smiles="CC[C@@H](C)[C@H](NC(=O)[C@@H]1Cc2c([nH]c3ccccc23)[C@H]2c3ccccc3C(=O)N21)C(=O)NC[C@H]1CCCO1" orbital_gap_ha=0.31369 e_above_lowest_ev=0.000 charge=0
C 0.3034 0.6240 -6.8286 -0.162 -0.099 0.176 -0.10
C -0.1783 0.2078 -5.4431 0.378 0.123 -0.009 -0.23
C 0.3123 1.1430 -4.3319 -0.353 -0.072 0.075 -0.33
C -0.2300 2.5606 -4.4990 0.230 -0.153 0.036 -0.05
C -0.0993 0.5934 -2.9571 0.281 -0.066 0.115 -0.20
N 0.4454 1.4236 -1.8990 0.013 0.058 -0.419 0.12
C -0.0781 1.3986 -0.6538 0.328 0.502 0.039 -0.40
O -1.1754 0.9404 -0.4029 -0.249 -0.180 0.119 0.09
C 0.8682 1.9976 0.3868 0.248 -0.089 -0.100 -0.16
C 1.8943 0.9100 0.7910 0.007 0.097 0.107 -0.03
C 1.2800 0.0026 1.8051 -0.315 0.281 0.122 -0.10
C 0.1785 0.3232 2.5458 0.283 0.145 -0.304 -0.13
N -0.1412 -0.7100 3.3893 -0.311 0.180 0.167 0.15
C 0.7653 -1.7184 3.2072 0.444 -0.241 -0.276 -0.21
C 0.8586 -2.9635 3.8125 -0.065 -0.043 0.066 -0.02
C 1.8788 -3.7965 3.4038 -0.088 -0.066 0.080 -0.10
C 2.7863 -3.4043 2.4160 0.184 -0.097 -0.113 -0.10
C 2.7025 -2.1692 1.8133 -0.077 0.031 0.053 -0.02
C 1.6815 -1.3060 2.2081 -0.243 -0.139 0.338 -0.13
C -0.6049 1.5851 2.3812 -0.347 -0.328 0.002 -0.13
C -0.8280 2.4067 3.6175 0.287 0.511 -0.074 -0.09
C -1.5261 2.1225 4.7734 -0.006 -0.021 -0.019 -0.02
C -1.5764 3.0906 5.7670 -0.057 -0.120 0.027 -0.07
C -0.9513 4.3189 5.6050 0.035 0.120 0.016 -0.07
C -0.2616 4.6131 4.4402 0.040 -0.054 -0.164 0.01
C -0.2099 3.6463 3.4519 -0.281 -0.313 0.422 -0.07
C 0.4650 3.6768 2.1359 0.094 0.238 -0.164 -0.38
O 1.1466 4.5523 1.6435 0.095 0.130 0.077 0.09
N 0.1714 2.4834 1.5461 -0.259 -0.289 -0.254 0.05
C 0.4550 -0.8213 -2.7185 -0.532 0.224 -0.153 -0.46
O 1.6223 -0.9918 -2.4211 0.410 0.013 0.076 0.07
N -0.4392 -1.8133 -2.8552 -0.297 -0.198 0.032 0.10
C -0.1777 -3.1800 -2.4735 -0.189 -0.320 0.194 -0.10
C -0.9829 -3.5368 -1.2112 0.534 -0.128 -0.065 -0.30
C -0.4801 -2.8109 0.0440 -0.214 -0.062 -0.117 -0.11
C -1.7715 -2.4712 0.7815 -0.082 -0.027 -0.260 -0.14
C -2.7175 -2.2248 -0.3885 -0.159 0.280 0.332 -0.19
O -2.3452 -3.1585 -1.3919 0.016 -0.112 -0.287 -0.11
H -0.1283 1.5749 -7.1277 -0.002 0.108 -0.093 0.07
H 0.0132 -0.1238 -7.5627 0.010 -0.017 -0.123 0.07
H 1.3871 0.7140 -6.8431 0.135 0.030 -0.051 0.08
H 0.1859 -0.8011 -5.2385 -0.099 -0.028 -0.027 0.11
H -1.2705 0.1785 -5.4333 -0.085 -0.065 0.077 0.12
H 1.4077 1.1687 -4.3604 0.032 -0.046 0.011 0.15
H -1.3134 2.5408 -4.5954 -0.167 0.020 -0.021 0.09
H 0.1894 3.0313 -5.3831 -0.008 0.091 -0.097 0.07
H 0.0246 3.1705 -3.6358 -0.017 0.113 0.012 0.07
H -1.1879 0.6037 -2.8492 0.074 -0.021 -0.062 0.16
H 1.4238 1.6507 -2.0026 -0.037 -0.013 0.115 0.15
H 1.3833 2.8649 -0.0419 -0.097 -0.152 0.044 0.16
H 2.2125 0.3379 -0.0844 0.026 0.045 -0.050 0.12
H 2.7781 1.3967 1.2158 -0.006 0.014 -0.105 0.13
H -0.8969 -0.7126 4.0517 0.082 -0.022 -0.036 0.15
H 0.1553 -3.2682 4.5735 -0.060 -0.062 0.082 0.11
H 1.9797 -4.7735 3.8529 -0.006 -0.071 0.045 0.10
H 3.5677 -4.0903 2.1236 0.069 -0.047 -0.030 0.10
H 3.4024 -1.8743 1.0466 0.097 0.014 -0.100 0.11
H -1.5623 1.3573 1.8846 0.180 0.038 0.142 0.16
H -2.0334 1.1783 4.9096 -0.074 -0.089 0.033 0.11
H -2.1143 2.8839 6.6806 -0.039 -0.008 0.073 0.10
H -1.0092 5.0524 6.3952 -0.004 0.057 0.060 0.10
H 0.2247 5.5647 4.2929 0.062 0.108 -0.012 0.12
H -1.4162 -1.5966 -2.9847 0.097 0.168 0.033 0.15
H -0.4718 -3.8402 -3.2944 0.105 -0.002 0.058 0.13
H 0.8915 -3.2808 -2.2810 -0.078 -0.060 -0.065 0.13
H -0.9541 -4.6270 -1.0762 0.031 0.122 -0.018 0.15
H 0.2001 -3.4249 0.6286 0.100 -0.012 0.015 0.11
H 0.0352 -1.8927 -0.2378 0.076 0.053 0.012 0.11
H -1.6751 -1.5940 1.4135 0.014 0.059 0.101 0.10
H -2.1079 -3.3200 1.3781 -0.041 -0.010 0.057 0.12
H -3.7692 -2.3973 -0.1524 0.041 0.045 0.004 0.12
H -2.5926 -1.1959 -0.7530 -0.034 -0.081 0.022 0.10

Record 2
19
Properties=species:S:1:pos:R:3:forces:R:3:lowdin_charge:R:1 method="wB97M-V/def2-TZVPD" smiles=CCC.CC orbital_gap_ha=0.44475 e_above_lowest_ev=0.602 charge=0
C -2.1665 0.3610 -2.0018 -1.972 0.719 0.026 -0.13
C -1.3559 1.3794 -1.2134 0.781 0.443 -1.377 -0.33
C -0.2936 0.8099 -0.3110 1.152 0.959 0.346 -0.14
H -2.5112 -0.5261 -1.4717 0.275 -0.052 0.205 0.07
H -1.7860 0.0739 -2.9827 0.527 -0.047 0.295 0.07
H -3.0890 0.9288 -2.2374 0.099 -0.545 -0.154 0.07
H -0.9625 2.0028 -2.0396 0.494 -0.053 0.576 0.10
H -1.9594 2.1046 -0.6711 -0.397 -0.353 0.233 0.10
H 0.3429 0.0587 -0.7785 -0.599 -0.554 0.035 0.07
H 0.4936 1.5336 -0.0233 -0.581 0.262 -0.092 0.08
H -0.7283 0.5105 0.6441 -0.017 -0.425 -0.407 0.06
C 1.0148 -1.4499 1.5369 1.046 0.135 -0.858 -0.17
C 2.4184 -0.8618 1.7452 0.484 -0.266 0.700 -0.17
H 1.0038 -1.8763 0.5071 -0.452 0.312 0.701 0.07
H 0.8040 -2.2577 2.2266 -0.096 -0.013 0.248 0.06
H 0.2984 -0.6350 1.6401 -0.061 -0.589 -0.040 0.03
H 3.1935 -1.6149 1.8949 -0.186 -0.355 0.034 0.06
H 2.7966 -0.3092 0.8920 -0.331 0.398 -0.168 0.05
H 2.4864 -0.2322 2.6435 -0.167 0.026 -0.304 0.06

Record 3
30
Properties=species:S:1:pos:R:3:forces:R:3:lowdin_charge:R:1 method="wB97M-V/def2-TZVPD" smiles=CCc1c[nH]c2ccccc12.CC orbital_gap_ha=0.32541 e_above_lowest_ev=2.920 charge=0
C 1.6574 -2.0046 0.3407 0.444 -1.653 1.573 -0.13
C 2.2869 -0.9390 -0.4896 1.648 1.451 -0.356 -0.21
C 1.3689 -0.3995 -1.5522 1.825 -1.196 0.013 -0.22
C 1.7801 -0.0997 -2.8352 -1.647 -0.143 1.712 -0.02
N 0.6121 0.3590 -3.4967 0.798 0.175 0.396 0.07
C -0.4429 0.4092 -2.5984 -0.226 -0.026 -0.626 -0.17
C -1.7045 1.0818 -2.7090 2.852 -1.172 -4.147 -0.07
C -2.5292 0.9136 -1.7029 -2.012 3.561 3.425 -0.17
C -2.1195 0.2924 -0.4986 -1.480 -3.087 0.385 -0.09
C -0.9454 -0.5126 -0.4487 -2.133 1.003 3.815 -0.04
C -0.0239 -0.2635 -1.4035 0.638 1.735 -2.956 -0.17
H 2.2972 -2.9118 0.3184 -0.870 0.154 -0.133 0.09
H 0.6012 -2.1860 0.1628 0.574 -0.676 -0.673 0.04
H 1.6399 -1.7316 1.4033 0.216 0.112 -0.071 0.07
H 2.6240 -0.1577 0.2904 -0.323 -0.604 -1.687 0.13
H 3.2201 -1.2919 -1.0584 -1.098 0.383 1.163 0.12
H 2.8273 -0.3149 -3.0994 -0.979 0.637 -0.906 0.12
H 0.5286 0.7335 -4.4202 0.293 0.103 -0.157 0.14
H -2.0933 1.5773 -3.6456 0.990 -0.381 1.068 0.13
H -3.2577 1.8224 -1.6927 0.172 -2.434 0.350 0.14
H -2.9665 0.0715 0.2183 1.357 0.593 -0.418 0.11
H -0.6634 -1.1263 0.4948 -1.045 1.481 -1.741 0.12
C -1.2664 0.9902 3.2376 0.171 -1.070 1.719 -0.16
C 0.1456 0.6800 3.8223 -1.467 1.244 -0.512 -0.14
H -1.4460 1.7460 2.4989 0.844 -0.245 -1.342 0.05
H -1.7333 -0.0058 3.0630 -0.120 1.035 -0.335 0.07
H -1.7911 1.4973 4.0155 -0.863 -0.156 1.134 0.04
H 0.0570 0.0271 4.6864 -0.009 0.237 0.189 0.07
H 0.6982 1.5947 4.0237 0.090 -0.090 0.296 0.06
H 0.6387 0.1489 3.0750 1.359 -0.971 -1.177 0.01